No. 1
{"formula": "C3H4NOPS", "method": "ωB97M-V/def2-TZVPD", "species": ["C", "C", "C", "N", "O", "P", "S", "H", "H", "H", "H"], "coordinates": [[-1.508114, -0.373351, 0.141529], [-0.068141, -0.507025, 0.345537], [0.659980, 0.735302, -0.307755], [-2.445862, 0.128319, 0.749165], [1.958322, 0.423473, -0.717023], [2.911227, -0.691908, -0.078088], [-2.787949, -0.650168, -0.945470], [0.051158, -0.429789, 1.514641], [0.399432, -1.421601, -0.023096], [-0.001980, 1.297075, -1.127375], [0.831923, 1.489669, 0.447938]], "atomic_forces_ev_per_a": [[1.18, -0.27, 0.37], [0.81, 1.45, 1.96], [-2.02, 0.90, -0.02], [-0.71, 0.32, 0.41], [0.31, 0.01, -1.33], [0.55, -0.34, 0.17], [-0.96, -0.23, -0.99], [0.09, -0.40, -2.25], [-0.44, -0.04, 0.01], [1.71, -1.68, 1.27], [-0.53, 0.26, 0.40]], "de_lowest_ev": 3.196, "e_tot_ev": -26832.6066, "gap_ev": [7.00, 6.99], "largest_force_ha_per_bohr": 0.0528, "e_homo_ev": [-8.035, -8.066]}



No. 2
{"formula": "C4H8S", "method": "ωB97M-V/def2-TZVPD", "species": ["C", "C", "C", "C", "S", "H", "H", "H", "H", "H", "H", "H", "H"], "coordinates": [[0.131069, 1.143801, -1.174860], [0.476349, 0.819407, 0.242594], [0.340046, -0.651606, 0.420009], [-0.904384, -1.449697, 0.744254], [0.029417, -1.439377, 2.124225], [-0.718617, 0.538201, -1.395752], [0.088719, 2.242313, -1.330920], [0.890129, 0.760712, -1.884185], [-0.224123, 1.283056, 0.820892], [1.454734, 1.258839, 0.354274], [1.271132, -1.242636, 0.191850], [-1.828997, -0.897970, 0.611630], [-1.005472, -2.365043, 0.275989]], "atomic_forces_ev_per_a": [[0.98, 0.22, -1.38], [0.86, -0.87, -1.56], [2.31, -2.30, 1.93], [-1.08, 1.94, -3.13], [1.58, 1.05, 2.72], [-1.28, 0.44, -0.68], [-0.57, -0.77, -0.08], [-0.06, 0.21, 0.39], [-1.67, 1.47, 1.99], [0.48, -0.40, 1.03], [-1.38, 0.56, -0.71], [-0.11, 0.30, 0.57], [-0.07, -1.85, -1.10]], "de_lowest_ev": 1.023, "e_tot_ev": -15111.3631, "gap_ev": 9.57, "smiles": "CC[C@@H]1CS1", "largest_force_ha_per_bohr": 0.0746, "e_homo_ev": -8.579}



No. 3
{"formula": "C10H13NO3", "method": "ωB97M-V/def2-TZVPD", "species": ["C", "H", "O", "C", "C", "C", "C", "C", "C", "N", "H", "C", "H", "C", "H", "C", "O", "O", "H", "H", "H", "H", "H", "H", "H", "H", "H"], "coordinates": [[-1.978560, 3.579484, 0.170388], [-3.080429, 3.438551, 0.239225], [-1.427612, 2.176358, 0.270352], [-0.183250, 2.067646, 0.175193], [0.590659, 3.077779, -0.303632], [2.048821, 2.795755, -0.208979], [2.434870, 1.532095, 0.173640], [1.630658, 0.515841, 0.239980], [0.292230, 0.856773, 0.389871], [-0.741324, -0.135334, 0.909213], [-1.422459, 0.285930, 0.765612], [-0.440121, -1.414672, 0.685634], [-1.544930, -1.992703, 1.240210], [-0.452335, -2.035060, -0.661198], [0.256144, -1.492749, -1.337676], [-0.347096, -3.440510, -0.591268], [0.573307, -4.053421, -0.797178], [-1.488571, -4.204783, -0.452410], [-2.148473, -3.802352, -0.530831], [-1.424468, -1.710244, -1.049730], [0.395185, -1.769494, 1.167061], [2.079095, -0.425086, 0.718822], [3.700145, 1.174776, -0.052720], [2.908385, 3.536576, -0.391016], [0.622491, 4.097233, -0.636109], [-1.527488, 4.274504, 0.769432], [-1.972799, 3.969651, -0.922182]], "atomic_forces_ev_per_a": [[-2.47, -3.22, -4.30], [0.90, 0.15, 0.96], [-7.39, 3.48, 0.70], [2.44, 2.98, -2.12], [7.31, 0.44, 0.32], [-0.86, 1.01, -0.04], [8.13, 1.92, -3.20], [-2.50, -4.07, 3.42], [0.19, -6.25, 1.94], [17.16, -1.69, 1.75], [-15.27, 7.04, -2.83], [-5.79, -4.73, 1.84], [3.47, 1.04, -1.08], [-1.31, 4.66, -1.92], [0.01, -1.10, 0.52], [-5.64, -0.41, -0.54], [7.72, -3.71, -0.81], [15.05, -8.97, 2.26], [-16.10, 9.87, -1.66], [-0.09, -0.42, -0.34], [1.92, -0.51, 1.76], [-1.14, 0.97, -1.41], [-3.76, 1.53, 1.22], [-1.96, -0.86, 0.05], [-1.98, 0.33, 0.04], [1.11, 1.33, 1.93], [0.83, -0.82, 1.53]], "de_lowest_ev": 9.061, "e_tot_ev": -18204.9896, "gap_ev": 8.67, "largest_force_ha_per_bohr": 0.3686, "e_homo_ev": -8.125}



No. 4
{"formula": "CH5NOS", "method": "ωB97M-V/def2-TZVPD", "species": ["C", "S", "N", "O", "H", "H", "H", "H", "H"], "coordinates": [[0.517566, 0.547300, -0.139861], [-0.570659, -0.212390, 1.041535], [-2.233246, -0.143905, 0.401947], [-0.645500, 0.430045, 2.315561], [0.147117, 1.577075, -0.396430], [1.455273, 0.729647, 0.377123], [0.437707, -0.056576, -0.965511], [-0.041924, -1.721270, 1.197454], [-2.309972, -0.691205, -0.369142]], "atomic_forces_ev_per_a": [[-0.18, 2.56, 2.44], [-6.41, -1.92, -2.05], [5.02, 1.82, 4.82], [1.23, 0.24, 0.62], [-0.25, -1.14, 0.45], [0.52, -0.59, -0.47], [0.56, -1.47, -2.05], [-0.52, 2.87, -0.47], [0.02, -2.38, -3.28]], "de_lowest_ev": 4.503, "e_tot_ev": -15486.6164, "gap_ev": 8.67, "smiles": "C[S@H](=N)=O", "largest_force_ha_per_bohr": 0.1399, "e_homo_ev": -8.756}



No. 5
{"formula": "C39H38FeIN6O4PSSe", "method": "ωB97M-V/def2-TZVPD", "species": ["Fe", "I", "C", "C", "C", "C", "C", "C", "C", "C", "C", "P", "C", "C", "C", "C", "C", "C", "C", "C", "C", "C", "C", "C", "C", "H", "H", "H", "H", "H", "H", "H", "H", "H", "H", "H", "H", "H", "H", "H", "H", "C", "H", "H", "H", "O", "C", "O", "C", "C", "C", "C", "C", "C", "N", "O", "O", "H", "H", "H", "H", "C", "N", "C", "C", "N", "C", "C", "Se", "H", "H", "H", "H", "H", "H", "H", "H", "C", "C", "C", "N", "N", "C", "N", "S", "H", "H", "H", "H", "H", "H", "H"], "coordinates": [[0.982393, -0.737587, -0.254481], [3.283609, -1.167728, 1.147899], [2.607160, -2.355777, 2.785454], [3.310399, -3.524917, 2.984396], [3.155016, -4.238024, 4.170905], [2.376279, -3.718157, 5.173393], [1.647626, -2.527458, 4.984374], [0.925021, -1.963392, 6.053738], [0.239013, -0.782863, 5.893094], [0.137244, -0.211801, 4.631009], [0.784797, -0.762749, 3.526217], [0.133390, -0.248289, 1.899235], [-1.639880, -0.676892, 2.104051], [-2.119779, -1.572555, 3.056886], [-3.471139, -1.872890, 3.120050], [-4.357647, -1.325638, 2.205461], [-3.879095, -0.483968, 1.211391], [-2.535915, -0.161203, 1.168025], [0.122204, 1.571877, 2.160165], [1.354350, 2.209913, 2.018022], [1.458214, 3.583372, 2.137673], [0.326877, 4.342288, 2.403496], [-0.898186, 3.716525, 2.560256], [-1.005508, 2.339906, 2.435319], [1.667758, -1.865132, 3.715137], [4.007580, -3.866478, 2.233715], [3.697957, -5.159582, 4.318710], [2.317222, -4.207732, 6.134966], [0.954066, -2.468548, 7.009769], [-0.268578, -0.326352, 6.731323], [-0.470663, 0.672574, 4.492466], [-1.440207, -2.025967, 3.762615], [-3.833170, -2.529583, 3.898826], [-5.410859, -1.559587, 2.263925], [-4.551018, -0.068254, 0.472503], [-2.174455, 0.505694, 0.399231], [2.238360, 1.619594, 1.810598], [2.419812, 4.063000, 2.017626], [0.402705, 5.417324, 2.492523], [-1.781727, 4.299020, 2.787515], [-1.968103, 1.859430, 2.545341], [-0.345133, 1.664794, -0.998003], [-0.738761, 2.305957, -0.220551], [0.396910, 2.177861, -1.607966], [0.136897, 0.758265, -0.542411], [0.026324, -0.077383, -4.409176], [0.680676, -0.223676, -3.385471], [0.171368, -0.709185, -2.290240], [2.092332, 0.273666, -3.291340], [2.687376, 0.390964, -2.032487], [3.949018, 0.950943, -1.891653], [4.625856, 1.410289, -2.999889], [4.026860, 1.306452, -4.268384], [2.760004, 0.732285, -4.412178], [4.705194, 1.810333, -5.396856], [4.176193, 1.679100, -6.512909], [5.800871, 2.369836, -5.215166], [2.132222, 0.057388, -1.150081], [4.392835, 1.031723, -0.907558], [5.603835, 1.858099, -2.921653], [2.298357, 0.669465, -5.385996], [-1.943551, 4.447571, -1.170109], [-3.068633, 3.694795, -1.666636], [-4.282927, 4.251412, -1.996323], [-5.046231, 3.280071, -2.541885], [-4.304847, 2.129159, -2.539145], [-4.672027, 0.871267, -3.133812], [-3.085289, 2.376066, -1.993831], [-1.764054, 0.953194, -2.122727], [-2.163914, 5.507669, -1.277039], [-1.052987, 4.209477, -1.750651], [-1.746406, 4.234833, -0.117744], [-4.508085, 5.283580, -1.814617], [-6.046034, 3.319402, -2.927816], [-5.695649, 0.932046, -3.495324], [-4.582764, 0.065882, -2.401794], [-3.997676, 0.641209, -3.963695], [2.204076, -3.300846, -4.062414], [2.359119, -3.808302, -2.626275], [1.157885, -3.499417, -1.811208], [1.140085, -2.772207, -0.749871], [-0.081132, -2.591573, -0.199373], [-1.029208, -3.172874, -0.871162], [-2.344053, -3.083103, -0.582148], [-0.448114, -4.039696, -2.276091], [3.117811, -3.486940, -4.621902], [2.011603, -2.230990, -4.069442], [1.375247, -3.801572, -4.562197], [3.219992, -3.337133, -2.149358], [2.518873, -4.890372, -2.643197], [-2.594951, -2.647861, 0.291335], [-2.968475, -3.763356, -0.976412]], "atomic_forces_ev_per_a": [[-0.47, -0.67, 0.61], [0.53, -0.45, 0.71], [0.69, -0.15, -0.88], [-0.32, 0.74, -0.44], [-0.31, -0.08, 0.75], [0.32, -0.32, -0.26], [-0.02, 0.14, -0.25], [-0.27, 0.45, -0.01], [0.20, -0.57, 0.65], [0.65, -0.17, -1.02], [-0.36, 0.30, 0.72], [-0.05, 0.60, -0.20], [0.05, -0.24, -0.02], [0.12, 0.13, -0.07], [-0.12, -0.08, 0.03], [-0.03, -0.06, -0.01], [-0.07, 0.08, 0.03], [0.17, 0.06, 0.13], [-0.09, 0.01, 0.09], [0.00, -0.06, 0.01], [0.01, 0.07, -0.01], [0.03, 0.10, 0.00], [-0.14, 0.12, 0.00], [0.12, -0.20, 0.00], [-0.20, -0.05, 0.46], [0.05, 0.02, -0.03], [0.04, -0.06, 0.02], [0.01, -0.06, 0.07], [-0.04, 0.02, 0.07], [-0.02, 0.00, 0.05], [-0.12, -0.06, 0.00], [0.00, -0.03, 0.08], [-0.02, -0.09, -0.01], [-0.07, -0.02, -0.01], [-0.07, 0.03, -0.03], [-0.04, -0.07, 0.00], [0.02, 0.02, -0.04], [0.03, 0.01, -0.01], [0.01, 0.04, 0.02], [-0.03, 0.05, 0.01], [-0.05, 0.05, 0.07], [0.28, -0.05, 0.01], [0.02, -0.04, 0.10], [-0.03, -0.08, 0.00], [-1.05, 1.71, -0.38], [-0.04, -0.22, -0.30], [0.02, 0.32, -0.05], [-0.30, -0.04, 0.39], [-0.09, 0.16, -0.32], [-0.13, -0.16, 0.32], [0.16, 0.07, -0.08], [0.22, 0.04, 0.58], [0.68, 0.44, -1.06], [-0.58, -0.31, 0.24], [-0.97, -0.72, 1.59], [-0.41, -0.05, -1.09], [1.02, 0.50, 0.04], [1.16, 0.85, -0.71], [0.12, 0.07, 0.09], [0.02, 0.01, -0.04], [0.02, 0.02, 0.00], [0.57, 0.23, 0.29], [-0.34, -1.08, -0.30], [-0.38, -0.08, -0.11], [-0.10, 0.45, 0.07], [0.86, 0.40, 0.58], [-0.03, -0.60, -0.23], [0.16, 0.11, -0.27], [-0.13, 0.19, -0.19], [0.00, -0.06, -0.04], [-0.07, 0.05, 0.00], [-0.07, 0.01, -0.07], [0.03, 0.12, 0.03], [-0.09, -0.02, -0.04], [0.04, 0.01, 0.02], [-0.06, 0.07, -0.01], [-0.12, 0.05, 0.02], [0.05, 0.01, 0.11], [0.07, 0.04, -0.28], [-0.30, -0.06, 0.06], [0.75, -1.21, -0.59], [-1.45, -0.68, 0.31], [0.40, -0.26, -0.65], [-0.20, 0.03, 0.02], [0.19, 0.25, 0.57], [0.01, -0.02, -0.07], [0.04, 0.00, -0.08], [-0.01, -0.01, -0.09], [-0.06, -0.02, 0.07], [0.05, 0.03, 0.12], [-0.06, -0.03, 0.04], [-0.04, 0.05, 0.12]], "de_lowest_ev": 2.175, "multiplicity": 5, "e_tot_ev": -186142.2141, "gap_ev": [2.87, 6.29], "largest_force_ha_per_bohr": 0.0396, "e_homo_ev": [-3.406, -6.836], "s_squared": 6.0610}



No. 6
{"formula": "C3H5N3O", "method": "ωB97M-V/def2-TZVPD", "species": ["N", "C", "C", "C", "N", "N", "O", "H", "H", "H", "H", "H"], "coordinates": [[0.410055, -0.977384, -0.072051], [0.923578, 0.033424, -0.898907], [-0.616526, -0.861492, 0.815259], [0.332146, 1.361531, -0.766317], [-1.198558, -1.697264, 1.533031], [-0.639600, 1.619980, 0.073010], [1.712154, -0.257522, -1.785355], [0.974694, -1.826824, -0.093713], [-1.051348, -2.683890, 1.297819], [-0.754003, 2.586332, 0.363644], [-1.038259, 0.549772, 0.722694], [0.945667, 2.153338, -1.189113]], "atomic_forces_ev_per_a": [[1.70, -0.19, -1.03], [-1.42, -3.25, -0.88], [-1.54, 4.37, 0.65], [-0.97, 1.87, 2.56], [-0.89, -1.52, 0.21], [1.23, 0.70, -2.06], [0.15, 0.92, 0.72], [-0.08, 0.00, -0.21], [0.57, -0.09, 0.15], [0.06, 0.37, -0.49], [1.28, -3.23, 0.48], [-0.09, 0.05, -0.11]], "de_lowest_ev": 3.765, "e_tot_ev": -9706.8191, "gap_ev": [6.60, 6.61], "largest_force_ha_per_bohr": 0.0911, "e_homo_ev": [-7.837, -7.840]}